w | {"formula": "C4H10O2", "method": "ωB97M-V with the def2-TZVPD basis set", "species": ["C", "C", "C", "C", "O", "H", "H", "H", "H", "H", "H", "H", "H", "O", "H", "H"], "positions_angstrom": [[-0.657, -1.335, -0.613], [0.278, -0.137, -0.901], [-0.048, 0.773, 0.260], [-1.137, 1.777, 0.073], [0.465, 0.687, 1.362], [-0.465, -2.212, -1.226], [-0.514, -1.640, 0.424], [-1.723, -1.123, -0.730], [1.310, -0.502, -0.936], [0.042, 0.337, -1.858], [-1.959, 1.366, -0.509], [-1.502, 2.166, 1.024], [-0.713, 2.609, -0.490], [2.434, -0.973, 1.033], [1.818, -0.256, 1.281], [2.373, -1.537, 1.808]], "gap_ev": 10.91, "total_charge": 0}


x | {"formula": "C4H10O2", "method": "ωB97M-V with the def2-TZVPD basis set", "species": ["O", "C", "C", "C", "C", "O", "H", "H", "H", "H", "H", "H", "H", "H", "H", "H"], "positions_angstrom": [[0.613, -0.400, -1.217], [2.174, -0.445, -0.589], [0.052, 0.879, -0.847], [-0.269, 0.930, 0.637], [-1.339, -0.070, 1.042], [-0.863, -1.384, 0.724], [0.104, -1.073, -0.709], [2.205, -1.540, -0.423], [2.671, -0.322, -1.570], [-0.835, 1.044, -1.472], [0.830, 1.599, -1.100], [-0.619, 1.938, 0.888], [0.668, 0.734, 1.172], [-2.272, 0.130, 0.494], [-1.546, 0.001, 2.118], [-1.575, -2.021, 0.853]], "gap_ev": 7.53, "total_charge": 0}


y | {"formula": "C4H10O2", "method": "ωB97M-V with the def2-TZVPD basis set", "species": ["C", "C", "C", "C", "O", "H", "H", "H", "H", "H", "H", "H", "H", "O", "H", "H"], "positions_angstrom": [[-1.730, -0.399, 0.302], [-0.610, -1.064, 0.591], [0.642, -0.392, 1.109], [1.430, 0.499, 0.150], [0.602, 1.569, -0.295], [-1.795, 0.684, 0.397], [-2.611, -0.900, -0.086], [-0.602, -2.152, 0.510], [1.340, -1.152, 1.473], [0.367, 0.224, 1.969], [1.798, -0.085, -0.707], [2.299, 0.909, 0.691], [1.160, 2.199, -0.770], [-0.971, -0.005, -2.142], [-0.642, 0.767, -1.655], [-0.676, -0.702, -1.538]], "gap_ev": 10.11, "total_charge": 0}


Result of the stability comparison: x is the least stable of them.


w | {"formula": "C2H8S2", "method": "ωB97M-V with the def2-TZVPD basis set", "species": ["C", "C", "S", "H", "H", "H", "H", "H", "H", "S", "H", "H"], "positions_angstrom": [[-0.963, 1.074, 1.191], [-1.477, 1.797, -0.124], [-0.068, 1.253, -1.388], [-1.546, 0.144, 1.422], [0.127, 0.822, 1.197], [-1.156, 1.729, 2.100], [-1.372, 2.900, -0.015], [-2.341, 1.294, -0.561], [-0.507, 0.255, -1.912], [1.305, -2.527, 0.810], [1.572, -1.326, 0.386], [0.083, -2.654, 0.222]], "gap_ev": 9.85, "total_charge": 0}


x | {"formula": "C2H8S2", "method": "ωB97M-V with the def2-TZVPD basis set", "species": ["C", "C", "H", "H", "H", "H", "H", "H", "S", "S", "H", "H"], "positions_angstrom": [[1.179, -0.793, -0.226], [1.505, 0.675, -0.499], [0.337, -0.886, 0.466], [2.026, -1.299, 0.234], [0.909, -1.294, -1.155], [0.796, 1.102, -1.214], [1.499, 1.283, 0.405], [2.489, 0.771, -0.954], [-2.528, -0.590, 1.584], [-2.662, -0.067, -0.369], [-1.791, 0.431, 2.064], [-3.757, 0.666, -0.336]], "gap_ev": 10.16, "total_charge": 0}


Result of the stability comparison: w is the least stable of them.


w | {"formula": "C2H8S2", "method": "ωB97M-V with the def2-TZVPD basis set", "species": ["C", "S", "C", "H", "H", "H", "H", "H", "H", "S", "H", "H"], "positions_angstrom": [[-0.734, -0.776, -1.073], [-1.459, -0.555, 0.557], [-2.291, 1.079, 0.524], [-0.843, 0.057, -1.740], [-1.104, -1.650, -1.574], [0.469, -1.071, -1.047], [-3.256, 1.219, 0.060], [-2.263, 1.617, 1.396], [-1.619, 1.785, -0.168], [4.786, -0.374, 0.598], [4.854, -1.380, 1.519], [3.460, 0.048, 0.949]], "gap_ev": 9.32, "total_charge": 0}


x | {"formula": "C2H8S2", "method": "ωB97M-V with the def2-TZVPD basis set", "species": ["C", "S", "C", "H", "H", "H", "H", "H", "H", "S", "H", "H"], "positions_angstrom": [[0.832, 1.702, -0.205], [-0.572, 0.892, -1.029], [0.230, 0.178, -2.476], [1.647, 1.779, -0.914], [1.099, 1.211, 0.727], [0.512, 2.718, 0.035], [-0.553, -0.032, -3.204], [0.913, 0.886, -2.936], [0.774, -0.729, -2.239], [0.007, -1.612, 2.189], [-1.281, -1.256, 2.248], [-0.243, -2.919, 2.289]], "gap_ev": 9.21, "total_charge": 0}


y | {"formula": "C2H8S2", "method": "ωB97M-V with the def2-TZVPD basis set", "species": ["C", "C", "H", "H", "H", "H", "H", "H", "S", "S", "H", "H"], "positions_angstrom": [[2.156, -0.752, 0.086], [2.672, -0.249, 1.449], [1.402, -1.512, 0.250], [2.952, -1.076, -0.584], [1.674, 0.103, -0.392], [3.742, -0.106, 1.550], [2.117, 0.657, 1.711], [2.392, -0.909, 2.274], [-1.024, 1.238, -0.360], [-1.611, -0.765, -0.411], [-1.958, 1.611, -1.227], [-0.478, -1.453, -0.238]], "gap_ev": 9.00, "total_charge": 0}


Result of the stability comparison: w is the least stable of them.


w | {"formula": "C5H11NO", "method": "ωB97M-V with the def2-TZVPD basis set", "species": ["C", "N", "C", "C", "O", "H", "H", "H", "H", "H", "H", "H", "C", "C", "H", "H", "H", "H"], "positions_angstrom": [[0.345, 1.923, -1.514], [-0.449, 0.729, -1.394], [-1.055, 0.378, -0.221], [-1.744, -0.967, -0.184], [-1.060, 1.104, 0.749], [0.038, 2.613, -0.728], [1.416, 1.739, -1.414], [0.117, 2.367, -2.460], [-0.499, 0.045, -2.119], [-1.973, -1.327, -1.194], [-2.673, -0.845, 0.370], [-1.114, -1.692, 0.355], [1.782, -1.069, 1.062], [1.100, -0.911, 2.199], [2.549, -1.860, 1.025], [1.561, -0.494, 0.139], [1.341, -1.543, 3.046], [0.318, -0.190, 2.283]], "gap_ev": 10.62, "total_charge": 0}


x | {"formula": "C5H11NO", "method": "ωB97M-V with the def2-TZVPD basis set", "species": ["C", "C", "C", "C", "O", "N", "C", "H", "H", "H", "H", "H", "H", "H", "H", "H", "H", "H"], "positions_angstrom": [[-2.162, 0.784, -1.414], [-0.810, 1.373, -1.042], [0.355, 0.372, -0.827], [0.114, -0.617, 0.291], [-0.756, -1.466, 0.148], [0.957, -0.734, 1.375], [2.144, 0.098, 1.507], [-2.470, 0.988, -2.437], [-2.936, 1.107, -0.718], [-2.133, -0.300, -1.316], [-0.423, 2.022, -1.826], [-0.871, 1.939, -0.127], [1.233, 0.989, -0.681], [0.575, -0.252, -1.695], [1.035, -1.673, 1.727], [2.669, 0.195, 0.558], [2.875, -0.361, 2.171], [1.822, 1.068, 1.879]], "gap_ev": 10.25, "total_charge": 0}


Result of the stability comparison: w is the least stable of them.